Entry 1:
11
Properties=species:S:1:pos:R:3:forces:R:3:mulliken_charge:R:1 method="wB97M-V/def2-TZVPD" homo_lumo_gap_ev=11.1 homo_energy_ev=-10.5 e_lumo_ev=0.633 de_lowest_kj_mol=428.0 fmax_ev_per_a=1.160
C 0.127 0.946 -1.373 0.0 0.1 0.0 -1.0114
C -0.675 -0.039 -0.635 -0.4 -0.3 0.2 0.8994
C -1.541 -0.763 -0.064 0.3 0.5 -0.4 -1.0179
C 0.034 -0.986 0.722 0.3 -0.2 0.2 -0.2877
C 0.073 -0.234 1.976 0.1 0.5 0.8 0.2550
N 0.133 0.398 2.944 -0.1 -0.6 -1.0 -0.3837
H -0.527 1.472 -2.072 0.0 -0.1 0.1 0.3008
H 0.934 0.486 -1.947 -0.1 0.0 0.1 0.3324
H 0.550 1.688 -0.693 0.0 0.0 0.0 0.3199
H -0.126 -2.050 0.905 0.1 0.2 0.0 0.2827
H 1.017 -0.917 0.238 -0.1 0.0 0.1 0.3105

Entry 2:
83
Properties=species:S:1:pos:R:3:forces:R:3:mulliken_spin:R:1 method="wB97M-V/def2-TZVPD" s2=6.057 homo_lumo_gap_ev="7.4 / 6.7" homo_energy_ev="-7.3 / -7.9" e_lumo_ev="0.092 / -1.166" spin_multiplicity=5 de_lowest_kj_mol=26.7 fmax_ev_per_a=0.718
Os -0.746 0.298 0.195 0.1 -0.1 0.0 2.6675
Cl 0.281 -0.764 3.329 -0.1 0.0 0.0 0.0151
C 1.869 -0.098 3.500 0.2 0.0 -0.2 -0.0212
C 2.306 0.231 4.773 0.0 0.0 0.0 -0.0027
C 3.596 0.702 4.948 0.0 0.0 0.0 0.0052
C 4.432 0.835 3.852 0.1 0.0 0.0 -0.0029
C 3.976 0.518 2.581 0.0 0.0 0.0 0.0081
C 2.679 0.049 2.367 -0.3 0.2 0.1 -0.0119
P 1.998 -0.317 0.683 0.3 -0.5 0.4 0.1226
C 3.429 0.244 -0.324 -0.1 0.1 0.0 0.0146
C 4.412 -0.614 -0.807 -0.1 0.0 0.0 0.0053
C 5.545 -0.104 -1.426 0.0 0.0 0.0 -0.0016
C 5.715 1.265 -1.568 0.0 -0.1 0.0 0.0035
C 4.735 2.127 -1.098 0.0 0.1 0.0 -0.0014
C 3.604 1.618 -0.482 0.0 -0.1 0.0 0.0130
C 2.184 -2.145 0.618 0.1 0.1 0.0 0.0228
C 2.633 -2.896 1.700 0.0 0.0 -0.1 0.0058
C 2.884 -4.254 1.555 -0.1 -0.1 0.1 -0.0014
C 2.681 -4.878 0.335 0.0 0.0 0.0 0.0018
C 2.208 -4.142 -0.742 0.0 0.0 0.0 -0.0035
C 1.959 -2.786 -0.599 -0.1 0.0 0.0 -0.0076
H 1.635 0.103 5.613 0.0 0.0 0.0 0.0001
H 3.948 0.948 5.942 0.0 0.0 0.0 0.0004
H 5.449 1.183 3.982 0.0 0.0 0.0 -0.0002
H 4.652 0.631 1.744 0.0 0.0 0.0 0.0019
H 4.307 -1.685 -0.706 0.0 0.0 0.0 0.0011
H 6.303 -0.786 -1.791 0.0 0.0 0.0 0.0000
H 6.609 1.658 -2.035 0.0 0.0 0.0 0.0004
H 4.858 3.199 -1.203 0.0 0.0 0.0 0.0000
H 2.861 2.299 -0.089 0.0 0.0 0.1 0.0024
H 2.814 -2.428 2.658 0.0 0.0 0.0 0.0009
H 3.242 -4.828 2.402 0.0 0.0 0.0 -0.0001
H 2.886 -5.936 0.223 0.0 0.0 0.0 0.0000
H 2.036 -4.616 -1.701 0.0 0.0 0.0 0.0004
H 1.620 -2.223 -1.456 -0.1 0.1 -0.1 -0.0074
N 0.408 6.593 0.232 0.0 -0.1 0.0 0.0057
C 0.127 5.266 0.219 0.0 0.0 0.0 0.0102
C 0.840 4.370 -0.588 0.0 0.1 0.0 -0.0029
C 0.522 3.036 -0.563 0.0 0.1 0.0 0.0115
N -0.447 2.507 0.208 0.1 -0.1 -0.1 -0.0193
C -1.157 3.376 0.950 0.0 0.0 0.1 0.0125
C -0.912 4.725 0.988 0.0 0.1 -0.1 -0.0075
H 1.224 6.939 -0.236 0.0 0.0 0.0 -0.0002
H -0.040 7.196 0.896 0.0 0.0 0.0 -0.0003
H 1.628 4.722 -1.242 0.0 -0.1 0.0 0.0002
H 1.045 2.347 -1.204 0.0 0.0 0.0 -0.0029
H -1.948 2.949 1.548 0.0 -0.1 0.0 -0.0165
H -1.525 5.367 1.608 0.0 -0.1 0.0 0.0000
Cl -2.702 -0.189 -2.031 -0.4 0.2 -0.2 0.0463
C -2.595 -1.900 -1.832 0.4 0.0 0.3 0.0809
C -3.269 -2.751 -2.670 -0.1 -0.1 -0.1 -0.0908
C -3.188 -4.124 -2.454 0.0 0.0 0.1 0.1700
C -2.457 -4.622 -1.381 0.0 -0.1 0.0 -0.0887
C -1.791 -3.762 -0.536 0.0 0.2 0.0 0.1599
Cl -0.985 -4.373 0.859 0.1 -0.1 0.1 0.0202
C -1.784 -2.357 -0.750 -0.4 -0.2 -0.3 0.0513
N -1.113 -1.518 0.026 0.3 0.3 -0.1 0.6445
H -3.856 -2.356 -3.488 0.0 0.0 0.0 0.0013
H -3.720 -4.804 -3.105 0.0 0.0 0.0 0.0139
H -2.417 -5.685 -1.184 0.0 0.0 0.0 -0.0018
F -1.197 1.306 -4.422 0.0 0.1 0.0 -0.0003
C 0.119 1.349 -4.212 0.0 0.0 0.1 -0.0028
F 0.736 1.304 -5.389 0.0 0.0 0.0 0.0004
F 0.408 2.530 -3.636 0.0 0.0 -0.1 0.0001
S 0.674 -0.049 -3.129 0.1 -0.1 -0.1 0.0237
O -0.119 -1.176 -3.521 0.0 0.0 0.0 -0.0004
O 2.091 -0.111 -3.336 0.0 0.0 0.1 0.0057
O 0.340 0.492 -1.783 -0.2 0.0 0.3 0.1193
O -8.746 0.598 -0.529 -0.1 0.0 0.0 0.0000
C -7.952 -0.454 -0.231 0.1 0.0 -0.1 -0.0001
O -8.362 -1.567 -0.394 0.0 0.0 0.0 -0.0003
C -6.577 -0.155 0.279 0.0 0.1 0.1 -0.0011
C -5.672 -1.209 0.340 0.0 -0.1 -0.1 -0.0053
C -4.391 -1.018 0.822 0.0 0.0 0.1 -0.0153
C -3.979 0.245 1.243 -0.1 -0.1 -0.1 0.0490
S -2.370 0.545 1.920 0.2 0.1 -0.2 -0.0157
C -4.891 1.299 1.210 0.0 -0.1 -0.1 0.0124
C -6.177 1.099 0.734 0.0 0.0 0.0 0.0001
H -8.275 1.430 -0.428 0.1 0.0 0.0 0.0000
H -5.995 -2.188 0.008 0.0 0.0 0.0 -0.0010
H -3.703 -1.849 0.891 0.0 0.0 0.0 0.0022
H -4.587 2.275 1.566 0.0 0.0 0.0 0.0003
H -6.862 1.940 0.757 0.0 0.0 0.0 0.0001